[1]
{"formula": "C19H31F3N2O11P2S", "method": "the ωB97M-V functional and the def2-TZVPD basis", "elements": ["C", "O", "C", "C", "C", "C", "C", "O", "O", "C", "C", "C", "C", "F", "C", "F", "F", "C", "N", "S", "N", "C", "H", "H", "H", "H", "H", "H", "H", "H", "H", "H", "H", "H", "H", "C", "O", "P", "O", "O", "C", "O", "C", "H", "H", "H", "H", "H", "H", "H", "H", "H", "C", "O", "P", "O", "O", "C", "O", "C", "H", "H", "H", "H", "H", "H", "H", "H", "H"], "coordinates": [[6.07826, 1.83918, 2.57863], [6.31784, 2.41432, 1.29338], [5.86050, 1.56891, 0.25225], [4.41220, 1.93047, -0.13357], [3.62550, 2.72233, 0.65256], [2.21545, 3.04257, 0.31614], [1.45851, 3.90481, 1.32706], [0.50324, 4.79195, 0.73853], [-0.63229, 4.86158, 1.54911], [1.68777, 2.51890, -0.84344], [0.21417, 2.74960, -1.26158], [-0.66640, 1.81995, -0.33032], [-0.72895, 0.38039, -0.80329], [0.38770, -0.36674, -1.04503], [-1.88640, -0.27568, -0.97996], [-1.92267, -1.30910, -1.82677], [-2.95883, 0.09567, -0.27274], [2.48445, 1.68957, -1.74096], [2.07357, 1.13585, -2.87340], [3.35360, 0.28222, -3.44736], [4.44692, 0.60895, -2.28008], [3.87892, 1.39629, -1.36830], [6.34381, 2.55860, 3.37236], [6.68495, 0.90989, 2.67106], [5.01448, 1.53495, 2.68153], [6.51693, 1.55063, -0.63314], [5.82632, 0.53077, 0.66267], [4.02645, 3.15213, 1.58006], [0.92957, 3.22818, 2.02995], [2.17740, 4.49938, 1.93057], [-1.17117, 4.06354, 1.40672], [-0.10040, 3.79967, -1.20863], [0.10209, 2.39466, -2.30518], [-1.66103, 2.24513, -0.11523], [-0.11756, 1.80755, 0.63956], [-4.06968, -2.99587, -5.91620], [-4.96122, -3.60455, -4.97748], [-6.25868, -2.76750, -4.57115], [-7.03243, -2.25268, -5.69753], [-5.71327, -1.65499, -3.58448], [-4.80129, -2.02440, -2.54576], [-7.03002, -3.76858, -3.61426], [-7.93840, -4.68887, -4.22927], [-3.06752, -3.37669, -5.72899], [-4.37256, -3.25974, -6.92871], [-4.06025, -1.90982, -5.80898], [-3.78448, -1.86449, -2.89269], [-4.92307, -3.06602, -2.24829], [-4.98434, -1.38634, -1.68285], [-8.02016, -5.56753, -3.59238], [-7.58590, -4.99742, -5.21340], [-8.91739, -4.22076, -4.32135], [0.53322, -0.76593, 2.04940], [0.49936, -1.00791, 3.45815], [1.72742, -0.43261, 4.29858], [2.03026, 0.97726, 4.04949], [2.92040, -1.42481, 3.98195], [2.68887, -2.83571, 4.02030], [1.32849, -0.79182, 5.78827], [0.52593, 0.15958, 6.49778], [-0.00794, -1.56677, 1.54973], [0.04907, 0.18399, 1.83428], [1.55835, -0.74729, 1.67413], [2.45966, -3.18807, 3.01397], [1.87032, -3.09641, 4.69064], [3.59830, -3.32285, 4.36563], [-0.04392, -0.37136, 7.25754], [-0.16695, 0.67146, 5.82995], [1.17494, 0.88849, 6.98088]], "mulliken_charge": [-0.520, -0.444, -0.537, 0.105, -0.944, 0.964, -0.810, -0.213, -0.421, 0.352, -1.580, 0.615, 0.127, -0.365, 0.191, -0.241, -0.249, 0.711, -0.625, 0.106, -0.733, 0.482, 0.250, 0.329, 0.156, 0.437, 0.264, 0.467, 0.275, 0.526, 0.356, 0.514, 0.534, 0.457, -0.403, -0.693, -0.257, 0.933, -0.689, -0.332, -0.525, -0.292, -0.658, 0.250, 0.266, 0.330, 0.211, 0.348, 0.281, 0.250, 0.321, 0.261, -0.747, -0.372, 1.093, -0.624, -0.318, -0.654, -0.396, -0.682, 0.349, 0.172, 0.385, 0.239, 0.334, 0.259, 0.240, 0.318, 0.266], "molar_mass_g_mol": 614.47, "total_energy_ha": -3060.22826}

***

[2]
{"formula": "C19H31FI2N2O6S", "method": "the ωB97M-V functional and the def2-TZVPD basis", "elements": ["C", "C", "I", "C", "I", "C", "C", "C", "C", "O", "C", "O", "C", "C", "N", "S", "N", "C", "C", "C", "C", "C", "F", "H", "H", "H", "H", "H", "H", "H", "H", "H", "H", "H", "H", "H", "H", "H", "C", "O", "H", "H", "H", "H", "C", "O", "H", "H", "H", "H", "C", "O", "H", "H", "H", "H", "C", "O", "H", "H", "H", "H"], "coordinates": [[1.75301, -2.93254, 2.96876], [1.73107, -2.99355, 1.40429], [1.99733, -4.87028, 0.34526], [1.54127, -1.86161, 0.66027], [1.57795, -1.94405, -1.52670], [1.31842, -0.44477, 1.24420], [2.55337, 0.44042, 1.45730], [3.93638, -0.23804, 1.09147], [5.15735, 0.75950, 1.13916], [5.42885, 1.43077, -0.10804], [5.80581, 0.53417, -1.10462], [6.66760, -0.29968, -1.00650], [2.42600, 1.78460, 1.96521], [1.02526, 2.25983, 2.27072], [0.64843, 3.51502, 2.73369], [-1.01225, 3.48608, 2.91251], [-1.43709, 1.93122, 2.43923], [-0.21563, 1.38206, 2.09771], [-0.03470, -0.02630, 1.55969], [-1.27823, -0.95562, 1.38150], [-1.62366, -1.34442, -0.11337], [-3.15791, -1.78929, -0.12649], [-3.27856, -3.20965, 0.08405], [0.97490, -2.21822, 3.34113], [2.79749, -2.66801, 3.30797], [1.57608, -3.98043, 3.35121], [4.11646, -0.98085, 1.93053], [3.87175, -0.84639, 0.15358], [6.06330, 0.12961, 1.39703], [5.07630, 1.50932, 1.97484], [5.21198, 0.56774, -2.06558], [3.30452, 2.44955, 2.10686], [-1.02642, -1.92379, 1.91556], [-2.14079, -0.50457, 1.94497], [-1.05492, -2.29245, -0.34141], [-1.41560, -0.54506, -0.86696], [-3.56900, -1.54450, -1.13389], [-3.72077, -1.30220, 0.71641], [-5.34844, 1.50631, -0.96339], [-5.15646, 0.10688, -0.77618], [-4.39998, 1.95501, -1.24856], [-6.07999, 1.67539, -1.75704], [-5.69724, 1.95944, -0.03135], [-6.00888, -0.26755, -0.52520], [-3.03180, 4.36405, -2.55717], [-3.68303, 3.28280, -3.21350], [-2.38539, 3.96099, -1.77871], [-2.42630, 4.92392, -3.27421], [-3.77442, 5.02506, -2.10273], [-4.24766, 3.66236, -3.89591], [-5.79529, -5.09383, 1.41918], [-5.75183, -4.91319, 0.01250], [-6.60200, -5.78601, 1.65764], [-4.84728, -5.51021, 1.77014], [-5.98453, -4.13604, 1.91211], [-5.03042, -4.29719, -0.17306], [6.13807, 2.88005, -4.41138], [4.87576, 2.23421, -4.29690], [6.86128, 2.17162, -4.81190], [6.05426, 3.73322, -5.08909], [6.46928, 3.21726, -3.42563], [4.25697, 2.88186, -3.94120]], "mulliken_charge": [-0.971, 0.454, 0.060, -1.764, 0.144, 0.756, 0.969, 0.044, -0.824, -0.334, 0.149, -0.484, -1.158, 0.224, -0.686, 0.131, -0.618, 0.537, 0.672, -1.043, -0.196, -0.327, -0.414, 0.262, 0.266, 0.404, 0.053, 0.240, 0.381, 0.429, 0.446, 0.251, 0.219, 0.564, 0.071, 0.520, 0.277, 0.274, -0.410, -0.434, 0.035, 0.230, 0.306, 0.255, -0.511, -0.490, 0.180, 0.292, 0.261, 0.289, -0.514, -0.538, 0.255, 0.230, 0.218, 0.359, -0.540, -0.487, 0.223, 0.285, 0.235, 0.293], "molar_mass_g_mol": 688.34, "total_energy_ha": -2396.77926}

***

[3]
{"formula": "C19H31GeMnNO4", "method": "the ωB97M-V functional and the def2-TZVPD basis", "elements": ["Mn", "C", "O", "C", "C", "C", "C", "C", "C", "O", "C", "O", "C", "H", "H", "H", "H", "H", "H", "H", "H", "H", "O", "C", "C", "C", "C", "C", "C", "N", "H", "H", "H", "H", "H", "H", "H", "H", "H", "H", "H", "C", "Ge", "C", "C", "C", "H", "H", "H", "H", "H", "H", "H", "H", "H", "H", "H"], "coordinates": [[-1.12508, 0.01005, 0.15503], [1.31205, 0.34710, 6.64098], [2.44122, 0.22753, 5.79404], [2.21854, 0.06791, 4.47147], [3.38060, -0.05158, 3.67867], [3.24858, -0.22983, 2.33720], [1.99079, -0.28235, 1.67951], [1.92643, -0.48170, 0.25920], [3.14642, -0.83540, -0.56166], [0.87499, -0.41016, -0.41655], [0.80448, -0.14132, 2.49606], [-0.40160, -0.18187, 2.05781], [0.97359, 0.02017, 3.89551], [1.70185, 0.46321, 7.64828], [0.68577, -0.54642, 6.59325], [0.71085, 1.22100, 6.38050], [4.34799, -0.00013, 4.15796], [4.15203, -0.30842, 1.75171], [4.05227, -1.02256, 0.00151], [3.32806, -0.03354, -1.27928], [2.89743, -1.72786, -1.13605], [0.06383, 0.10635, 4.46999], [-0.66191, 2.08032, -0.49649], [-0.78456, 2.73104, -1.52639], [-0.12228, 4.06263, -1.69420], [1.28948, 3.71350, -2.22752], [1.35124, 2.75340, -3.43267], [0.96217, 1.28812, -3.15579], [-0.54997, 1.01525, -3.17821], [-1.29231, 2.19028, -2.68037], [-0.05576, 4.59353, -0.74743], [-0.65503, 4.67540, -2.42444], [1.85882, 3.27370, -1.40464], [1.78728, 4.64549, -2.49927], [2.38865, 2.75908, -3.77330], [0.76615, 3.15775, -4.26732], [1.36253, 0.98978, -2.18431], [1.43714, 0.64128, -3.89609], [-0.80688, 0.13445, -2.59078], [-0.90220, 0.84153, -4.19469], [-1.36736, 2.88537, -3.40849], [-1.60269, -3.27231, -1.88651], [-3.00756, -2.59950, -0.67680], [-2.65433, -3.29854, 1.12774], [-4.72818, -3.33437, -1.30542], [-2.93813, -0.65554, -0.65519], [-1.49057, -4.35313, -1.78417], [-0.63925, -2.80708, -1.66661], [-1.85555, -3.05664, -2.92643], [-2.70587, -4.38824, 1.14683], [-3.38547, -2.91017, 1.83852], [-1.66401, -2.99320, 1.47175], [-4.71173, -4.42584, -1.29736], [-4.93002, -3.00128, -2.32461], [-5.55007, -2.99780, -0.67254], [-3.74488, -0.27328, -0.01740], [-3.12794, -0.27517, -1.66451]], "mulliken_charge": [0.534, -0.811, -0.440, 1.038, -1.073, -1.025, -0.171, 1.220, -1.415, 0.090, 0.715, -1.038, -0.550, 0.234, 0.333, 0.331, 0.430, 0.256, 0.456, 0.287, 0.323, 0.424, -0.481, 0.523, -0.952, -0.383, -1.032, 0.385, -0.686, -0.193, 0.349, 0.348, 0.222, 0.413, 0.411, 0.311, -0.525, 0.618, -0.287, 0.546, 0.421, -1.102, 0.458, -1.155, -1.182, -1.083, 0.418, 0.194, 0.315, 0.374, 0.339, 0.336, 0.346, 0.339, 0.353, 0.536, 0.360], "molar_mass_g_mol": 465.01, "total_energy_ha": -4326.25066, "multiplicity": 6, "s_squared": 8.76}

***

[4]
{"formula": "C19H31IrNO8Se2SiTe2", "method": "the ωB97M-V functional and the def2-TZVPD basis", "elements": ["Ir", "Se", "Te", "Te", "Se", "O", "C", "O", "C", "C", "C", "C", "C", "C", "N", "O", "O", "H", "H", "H", "H", "C", "C", "C", "C", "O", "Si", "O", "O", "C", "C", "C", "C", "O", "C", "C", "C", "C", "H", "H", "H", "H", "H", "H", "H", "H", "H", "H", "H", "H", "H", "H", "H", "H", "H", "H", "H", "H", "H", "H", "H", "H", "H", "H", "H"], "coordinates": [[0.65024, 2.05272, -1.66386], [1.99430, 3.98307, -0.89089], [3.53489, 4.34790, -2.81762], [1.70825, 4.24033, -4.79963], [0.52021, 2.15131, -4.09937], [-2.11941, 0.90568, -1.03786], [-2.07209, 2.07926, -0.69984], [-1.14601, 2.93041, -0.99240], [-3.16521, 2.63753, 0.18620], [-4.01646, 1.76235, 0.84554], [-4.98989, 2.23913, 1.71658], [-5.13225, 3.60303, 1.91945], [-4.28257, 4.45032, 1.23914], [-3.29326, 4.00599, 0.38923], [-4.43392, 5.92424, 1.44330], [-5.33180, 6.30229, 2.17062], [-3.66268, 6.65225, 0.85752], [-3.89435, 0.70334, 0.65787], [-5.63890, 1.54921, 2.23988], [-5.87508, 4.01065, 2.58965], [-2.62608, 4.69722, -0.10488], [-0.42047, -1.17147, -3.30543], [-0.34289, -2.24563, -2.22672], [-1.53994, -2.15354, -1.29173], [-0.26756, -3.62888, -2.85808], [0.85801, -2.11024, -1.47866], [1.55984, -0.96519, -0.54751], [1.69125, 0.50469, -1.17298], [0.72708, -1.02731, 0.87211], [0.46713, -0.04886, 1.87487], [0.08857, -0.82511, 3.12938], [-0.70299, 0.81442, 1.42911], [1.69713, 0.81586, 2.13055], [3.10793, -1.48932, -0.31720], [3.67265, -2.63979, 0.29269], [5.06858, -2.76457, -0.29633], [2.86753, -3.89985, -0.00789], [3.75631, -2.42368, 1.79697], [-1.32411, -1.30720, -3.90519], [0.45612, -1.21508, -3.95491], [-0.48526, -0.17527, -2.86000], [-2.46840, -2.31404, -1.84730], [-1.58989, -1.16285, -0.83019], [-1.45592, -2.90547, -0.50342], [-1.14551, -3.81831, -3.48100], [-0.21315, -4.39803, -2.08316], [0.62719, -3.70205, -3.48012], [-0.79828, -1.43272, 2.93904], [-0.12252, -0.14202, 3.95617], [0.90205, -1.48968, 3.42607], [-1.58066, 0.19691, 1.22438], [-0.45670, 1.36236, 0.51479], [-0.95006, 1.54953, 2.19914], [2.51718, 0.21147, 2.52276], [1.45899, 1.59792, 2.85604], [2.03595, 1.29829, 1.20797], [5.00691, -2.94374, -1.37179], [5.61603, -3.58911, 0.16868], [5.62104, -1.83713, -0.13563], [2.74263, -4.02885, -1.08481], [1.87017, -3.84811, 0.43859], [3.38976, -4.76881, 0.40105], [4.36076, -1.54062, 2.01753], [4.21139, -3.29131, 2.28271], [2.75819, -2.27587, 2.21080]], "mulliken_charge": [2.873, -0.460, -0.119, -0.100, -0.333, -0.606, 0.276, -1.125, 0.384, -0.430, -0.680, -0.469, -0.074, -0.205, 1.058, -0.647, -0.605, 0.413, 0.395, 0.484, 0.634, -1.261, 2.079, -1.380, -2.074, 0.312, -0.210, -1.342, 0.186, 2.050, -1.958, -1.464, -1.411, -0.681, 1.881, -1.795, -1.587, -1.399, 0.429, 0.406, -0.302, 0.525, 0.048, 0.312, 0.414, 0.396, 0.394, 0.353, 0.374, 0.431, 0.370, -0.212, 0.489, 0.352, 0.466, 0.146, 0.406, 0.385, 0.364, 0.264, 0.229, 0.526, 0.315, 0.474, 0.036], "total_charge": -1, "molar_mass_g_mol": 1034.88, "total_energy_ha": -7132.22649, "multiplicity": 5, "s_squared": 6.02, "relative_energy_kcal_mol": 6.16}